P.
# H3N4O2

2 unconnected molecules or ions with the total composition H3N4O2 (the ωB97M-V functional and the def2-TZVPD basis, OMol25).

Output
* net charge: -1
* HOMO energy (alpha / beta): -2.4467 / -2.8389 eV

Element x y z (Å)
N -1.66970 -0.57682 -0.68971
N 2.01440 -0.00729 0.55125
N -1.35597 -1.68146 -0.49058
N -1.49347 0.62260 -0.10768
O -0.60445 1.34118 -0.63489
O -2.60345 1.02985 0.43642
H 1.14506 -0.44734 0.89081
H 2.63998 -0.81047 0.37911
H 1.92760 0.52975 -0.33473


Q.
# H3N4O2

2 unconnected molecules or ions with the total composition H3N4O2 (the ωB97M-V functional and the def2-TZVPD basis, OMol25).

Output
* net charge: -1
* HOMO energy (alpha / beta): -3.0475 / -2.8551 eV

Element x y z (Å)
N 2.67220 0.64632 0.23702
N 0.56390 1.45188 -0.25098
N -0.69913 1.00884 0.26846
N 1.47457 0.58026 -0.10235
O 0.54989 -1.17926 -0.11500
O 3.52151 -0.23240 -0.05539
H -1.46372 1.38904 -0.29950
H -0.72292 -0.03909 0.41851
H 1.53885 -1.37651 0.02415


The calculated energies rank the structures as follows, beginning with the most stable: P, Q.